# 1
An isolated molecule of C7H15NO2. Source: the OMol25 dataset; level of theory: ωB97M-V/def2-TZVPD.

CARTESIAN COORDINATES (ANGSTROEM)
C 2.94023 0.84085 0.85855
C 2.27757 0.81230 -0.51995
C 0.77478 0.94007 -0.33343
O 0.27459 1.94391 0.15060
N 0.05392 -0.04209 -1.00304
C -1.16600 -0.51065 -0.38771
C -1.54436 -1.85528 -0.98850
C -2.28586 0.50847 -0.52369
C -0.81694 -0.69956 1.24780
O -0.98167 0.41742 2.06454
H 2.65389 1.74040 1.39335
H 4.02009 0.83587 0.75546
H 2.65543 -0.03267 1.44401
H 2.56116 -0.08557 -1.06597
H 2.61120 1.67754 -1.09783
H 0.59903 -0.76373 -1.44751
H -1.63193 -1.76864 -2.06839
H -0.78924 -2.60395 -0.76480
H -2.50249 -2.18953 -0.59863
H -3.16497 0.15235 -0.00863
H -1.99045 1.46853 -0.11244
H -2.51254 0.64728 -1.58182
H -1.58929 -1.40905 1.56612
H 0.14447 -1.21414 1.40526
H -0.59059 1.18988 1.61669

- orbital gap (eV) = 10.02
- structure (SMILES) = CCC(=O)NC(C)(C)CO
- HOMO level (Ha) = -0.34128
- total charge = 0
- LUMO (eV) = 0.729

Results of the natural (NBO) charge analysis, in e, for atoms 1 through 5:
1 C -0.598
2 C -0.496
3 C 0.721
4 O -0.640
5 N -0.640

---

# 2
A 2-piece molecular cluster, C7H15O2 overall. Source: the OMol25 dataset; level of theory: ωB97M-V/def2-TZVPD.

CARTESIAN COORDINATES (ANGSTROEM)
C -0.43378 0.74326 -2.54094
C 1.10588 0.54298 -2.52133
C -1.21524 -0.63016 -2.34219
O -0.89167 -1.21577 -1.26551
O -2.08711 -0.91314 -3.16902
H -0.76628 1.32582 -1.65869
H -0.79521 1.14746 -3.47683
H 1.55986 1.22655 -3.21995
H 1.18003 -0.45155 -3.01033
H 1.38757 0.47998 -1.47721
C 0.19712 -0.12355 1.44859
C 0.17747 1.34129 1.90230
C 1.20870 -1.06276 2.13405
C -1.17979 -0.78235 1.46496
H 0.48266 -0.10409 0.37375
H 1.11458 1.67434 2.35010
H -0.60363 1.47938 2.66636
H 1.14397 -0.98300 3.22151
H 0.85842 -2.09426 1.96995
H 2.21154 -0.76184 1.86322
H -1.77837 -0.35169 0.63468
H -1.13084 -1.82266 1.11170
H -1.67990 -0.70808 2.44215
H -0.06600 2.04385 1.09868

- orbital gap (eV) = 7.48
- HOMO level (Ha) = -0.14588
- total charge = -1
- LUMO (eV) = 3.509

Results of the natural (NBO) charge analysis, in e, for atoms 1 through 5:
1 C -0.520
2 C -0.627
3 C 0.776
4 O -0.832
5 O -0.767

---

# 3
A 2-piece molecular cluster, C7H15O5PS overall. Source: the OMol25 dataset; level of theory: ωB97M-V/def2-TZVPD.

CARTESIAN COORDINATES (ANGSTROEM)
C -0.18725 1.33334 3.11856
C -0.09179 0.77403 1.96286
C 1.26708 -3.12726 -0.98071
C -3.41525 1.69494 -0.38455
C 2.16030 0.82186 -1.48683
C 1.03164 -2.14845 0.24232
C -2.37692 0.84309 -1.10338
O -1.76230 -1.08458 1.06638
O 3.00005 2.36594 0.61141
O 3.33091 -0.08480 0.82011
O 0.49083 -0.88915 -0.15490
O -1.07023 1.00089 -0.50547
P -0.68134 -0.16881 0.60531
S 2.44480 0.98908 0.44534
H 0.63254 1.71326 3.69571
H -1.09186 1.44815 3.57012
H 2.35078 -3.19887 -1.44170
H 1.07887 -4.18384 -0.76160
H 0.62508 -2.81421 -1.80511
H -4.35702 1.74761 -0.91943
H -3.79678 1.36798 0.59995
H -3.09836 2.73865 -0.19244
H 1.04147 0.86824 -1.66937
H 2.70295 1.55955 -1.94822
H 2.47343 -0.07065 -1.90365
H 1.94243 -1.96693 0.73188
H 0.38657 -2.64397 0.93598
H -2.22747 1.17695 -2.16980
H -2.80321 -0.06206 -0.97881

- orbital gap (spin up / spin down) (eV) = 8.51 / 6.98
- HOMO level (spin up / spin down) (Ha) = -0.34348 / -0.32832
- total charge = 0
- LUMO (spin up / spin down) (eV) = -0.836 / -1.958

Results of the natural (NBO) charge analysis, in e, for atoms 1 through 5:
1 C -0.405
2 C -0.327
3 C -0.642
4 C -0.646
5 C -0.740

---

# 4
A 2-piece molecular cluster, C7H15P overall. Source: the OMol25 dataset; level of theory: ωB97M-V/def2-TZVPD.

CARTESIAN COORDINATES (ANGSTROEM)
C -1.29519 -0.96226 -0.46378
C -0.35737 0.09417 0.10832
C -0.89923 1.51818 -0.03643
C 0.00067 2.48890 0.72698
C -0.99676 1.93844 -1.50174
H -1.35237 -0.89312 -1.54788
H -2.30074 -0.84178 -0.06217
H -0.95442 -1.96827 -0.21527
H -0.19155 -0.11104 1.16897
H 0.61118 0.02902 -0.39205
H -1.90382 1.55438 0.40217
H -0.36450 3.50826 0.62708
H 0.03182 2.23603 1.78458
H 1.01535 2.44386 0.33542
H -1.67408 1.28871 -2.05181
H -1.37067 2.95766 -1.57687
H -0.01643 1.89471 -1.97352
C 1.71655 -3.31757 0.88992
C 2.45761 -2.11712 0.60480
P 3.27679 -0.84045 0.27907
H 0.69887 -3.07218 1.19930
H 2.19849 -3.87850 1.69351
H 1.66979 -3.95003 0.00140

- orbital gap (eV) = 10.28
- structure (SMILES) = CCC(C)C.CC#P
- HOMO level (Ha) = -0.34637
- total charge = 0
- LUMO (eV) = 0.854

Results of the natural (NBO) charge analysis, in e, for atoms 1 through 5:
1 C -0.604
2 C -0.396
3 C -0.211
4 C -0.599
5 C -0.607

---

Looking at ΔE to the lowest compared entry with this formula, charge and spin for the records above, in order, we have 19.0, 14.9, 60.1, 0.0 kcal per mole.